Molecular formula: C4H14N2OS
Method: DFT, the ωB97M-V functional and the def2-TZVPD basis

energy: -20236.631 eV
relative energy (zero: lowest compared OMol25 entry of this formula, charge and spin): 32.2 kcal/mol
SMILES: NCCNCCS.O
gap between HOMO and LUMO: 8.99 eV
LUMO energy: 0.33 eV

Positions of all 22 atoms, in Å:
H1 -1.45 0.07 1.92
C1 -1.09 -1.05 -1.06
H2 1.09 1.31 1.32
O1 3.58 2.74 -1.70
H3 -2.18 -1.01 -0.99
H4 0.51 -4.18 -0.31
H5 -2.18 1.28 -0.29
H6 -1.24 1.77 2.03
N1 0.49 0.69 1.87
H7 4.02 2.37 -0.90
N2 -0.57 0.29 -0.99
C2 -0.58 -2.10 0.05
C3 -0.89 0.86 1.45
H8 -0.64 -1.73 1.05
S1 0.91 -2.95 -0.54
H9 0.44 0.32 -1.01
H10 -1.45 -2.74 0.14
H11 -0.66 -1.47 -1.97
C4 -1.10 1.25 -0.02
H12 2.75 2.26 -1.56
H13 0.87 -0.22 1.62
H14 -0.63 2.24 -0.10

Atomic partial charges in e from the Löwdin method, atoms 1 to 4: 0.095 -0.272 0.062 -0.074

***

Molecular formula: C10H14N3
Method: DFT, the ωB97M-V functional and the def2-TZVPD basis

energy: -15057.493 eV
relative energy (zero: lowest compared OMol25 entry of this formula, charge and spin): 90.4 kcal/mol
SMILES: C\C(N)=c1/nccc/c1=C/C=C/[NH3+]
total charge: +1
gap between HOMO and LUMO (alpha / beta): 6.82 / 6.81 eV
LUMO energy (alpha / beta): -3.99 / -3.99 eV

Positions of all 27 atoms, in Å:
C1 -0.53 -1.89 0.92
C2 -1.07 2.50 -2.19
H1 3.48 1.18 -0.05
H2 -0.04 -1.97 -0.04
H3 0.02 -3.92 1.75
H4 3.40 -0.45 0.32
N1 -0.80 -3.34 1.41
H5 -1.18 -3.91 0.62
H6 2.98 0.14 -1.47
N2 1.12 0.03 1.48
C3 -1.59 -1.00 1.11
C4 -1.53 2.12 -0.95
C5 0.16 1.93 -2.69
H7 -1.64 -3.06 1.96
C6 2.92 0.30 -0.27
H8 0.62 2.13 -3.70
H9 -2.44 2.52 -0.55
C7 0.49 0.74 -0.67
N3 0.88 1.08 -1.96
C8 1.52 0.34 0.18
H10 -2.27 -1.40 1.89
H11 1.83 0.10 2.11
H12 -2.60 0.73 1.16
C9 -1.61 0.32 0.75
C10 -0.90 1.06 -0.26
H13 0.28 0.45 1.83
H14 -1.51 3.28 -2.68

Atomic partial charges in e from the Löwdin method, atoms 1 to 4: -0.117 -0.006 0.083 0.108